C20H37BF4NO7PS2 | the ωB97M-V functional and the def2-TZVPD basis

Strongest force on any atom   1.627 eV/Å
SMILES string   CCCCCCCCCCCC[C@]1(S)[C@@H](C(=O)[O-])O[C@](B(O)O)(C(F)(F)C(F)F)[C@@H]([PH2]=S)[N@H+]1COO
Calculated total energy   -79665.4814 eV
LUMO energy   -0.526 eV
HOMO energy   -8.216 eV
2S+1   1

Last column: Mulliken charge in e.
Positions of all 73 atoms, in Å:
1 C -2.22619 2.81333 -8.79564  -1.112
2 C -1.99678 1.34163 -8.44369  -0.542
3 C -1.68673 1.10702 -6.96297  -0.633
4 C -2.93037 1.12659 -6.05743  -0.706
5 C -2.87347 0.13651 -4.87890  -0.691
6 C -3.01618 0.80067 -3.50884  -0.804
7 C -2.66040 -0.12641 -2.33870  -1.046
8 C -2.08659 0.60354 -1.10948  -0.122
9 C -2.78868 0.24790 0.19820  -0.532
10 C -2.58524 1.27884 1.30484  -1.466
11 C -1.12385 1.53360 1.70617  -0.576
12 C -0.64970 0.65381 2.87883  -1.444
13 C 0.50079 -0.34554 2.64701  1.164
14 S 0.67796 -1.04485 0.98259  -0.194
15 C 0.35841 -1.46366 3.68964  -0.290
16 C -1.00958 -2.25182 3.46762  0.099
17 O -0.94491 -3.22060 2.71056  -0.697
18 O -1.96720 -1.70826 4.10339  -0.806
19 O 1.44265 -2.37048 3.58243  -0.474
20 C 2.75497 -1.90931 3.73209  1.078
21 B 3.60314 -3.11059 2.99836  0.884
22 O 3.05305 -3.60296 1.87926  -0.597
23 O 4.72920 -3.66297 3.56537  -0.620
24 C 3.09370 -1.83124 5.22990  0.294
25 F 2.47598 -0.74624 5.79096  -0.321
26 F 4.42212 -1.58632 5.36620  -0.349
27 C 2.71524 -3.05673 6.07528  0.252
28 F 3.34965 -2.94180 7.25869  -0.305
29 F 1.40784 -3.04234 6.30246  -0.241
30 C 3.05813 -0.46250 3.18784  -1.432
31 P 4.34823 -0.34039 1.84813  0.083
32 S 4.14692 -0.96879 0.04346  -0.300
33 N 1.80528 0.38007 3.04667  -0.550
34 C 2.04765 1.71348 2.42216  -0.936
35 O 2.04578 1.56747 1.03926  -0.053
36 O 2.27197 2.88535 0.53885  -0.468
37 H -2.01748 3.01347 -9.84526  0.366
38 H -1.59501 3.46059 -8.18528  0.300
39 H -3.26124 3.10512 -8.61159  0.276
40 H -1.15335 0.96926 -9.02762  0.317
41 H -2.88060 0.76165 -8.71559  0.336
42 H -0.99083 1.88559 -6.64091  0.226
43 H -1.17434 0.14865 -6.86140  0.388
44 H -3.02292 2.12686 -5.62803  0.372
45 H -3.81404 0.93917 -6.66842  0.470
46 H -3.66632 -0.60701 -4.98241  0.253
47 H -1.92257 -0.40190 -4.89645  0.441
48 H -4.05729 1.11511 -3.39476  0.149
49 H -2.39602 1.70053 -3.47832  0.508
50 H -3.55602 -0.67677 -2.04174  0.520
51 H -1.95372 -0.87903 -2.69401  0.447
52 H -2.13147 1.68494 -1.26738  0.380
53 H -1.03151 0.33193 -1.03076  -0.012
54 H -3.86361 0.18890 0.00578  0.558
55 H -2.49950 -0.74815 0.54491  0.204
56 H -3.17135 1.01333 2.18547  0.447
57 H -2.99012 2.22725 0.93794  0.497
58 H -0.47631 1.42471 0.83598  0.328
59 H -1.06381 2.58243 2.01637  0.426
60 H -0.34073 1.31967 3.69563  0.308
61 H -1.48175 0.08024 3.28653  0.848
62 H -0.54900 -1.57415 1.04300  0.160
63 H 0.28436 -1.02723 4.69213  0.535
64 H 3.69098 -3.92419 1.23326  0.293
65 H 5.43907 -3.06897 3.81826  0.318
66 H 3.02180 -3.99443 5.61574  0.308
67 H 3.58191 0.03408 4.00840  1.021
68 H 5.37288 -0.96100 2.57868  0.074
69 H 4.69352 1.01434 1.95641  0.103
70 H 1.57206 0.63718 4.01198  0.748
71 H 3.00598 2.09164 2.78812  0.709
72 H 1.27108 2.39271 2.77658  0.475
73 H 1.36447 3.21746 0.43821  0.351

Forces on the atoms, in the same order (eV/Å):
-0.3 -0.1 0.1
0.3 0.2 0.1
-0.3 0.0 -0.2
0.3 0.1 0.2
0.0 0.1 0.1
-0.1 -0.2 0.0
-0.1 0.1 -0.1
0.1 -0.4 -0.1
-0.2 0.0 0.1
0.2 0.2 -0.3
-0.2 0.1 0.2
0.3 0.5 -0.4
-0.7 -0.3 0.3
0.2 0.3 -0.2
-0.1 -0.1 -0.1
-0.9 0.5 0.7
-0.2 0.3 0.2
1.2 -0.7 -0.9
-0.1 0.0 -0.1
0.0 -0.1 0.1
0.0 0.0 0.2
0.0 0.4 -0.1
0.2 0.0 -0.7
-0.3 -0.1 -0.2
-0.2 0.3 0.2
0.5 0.0 0.0
0.5 -0.1 -0.3
0.2 0.0 0.4
-0.7 -0.1 0.1
0.0 -0.2 0.0
-0.3 -0.1 -1.0
0.1 0.0 0.2
0.3 0.1 0.0
0.0 0.2 0.4
0.1 0.1 -0.1
0.1 0.0 0.2
0.0 0.0 0.0
0.1 0.0 -0.1
0.0 0.1 0.1
0.0 -0.1 -0.1
0.1 -0.1 -0.1
0.2 -0.1 0.1
0.0 0.0 0.0
-0.3 0.1 -0.2
-0.1 0.0 0.0
0.1 -0.2 0.0
0.0 0.0 0.0
0.1 0.3 0.0
0.1 0.0 0.0
0.0 -0.1 0.0
0.1 0.0 0.1
-0.1 0.0 0.0
0.1 0.2 0.0
0.0 0.0 0.0
0.0 0.0 0.0
0.0 0.0 0.1
-0.1 0.0 0.0
0.0 -0.1 0.0
0.1 0.0 0.0
-0.1 -0.1 0.2
0.0 -0.2 0.0
0.0 -0.3 0.1
0.1 0.0 0.0
0.0 -0.4 0.1
-0.1 0.0 0.5
-0.1 -0.1 -0.2
0.2 0.1 -0.2
0.0 0.1 0.3
0.1 0.1 0.2
0.0 -0.2 0.1
0.1 -0.1 0.0
-0.2 -0.1 -0.2
0.0 -0.1 -0.1

C20H37BF6N3O10PS2 | the ωB97M-V functional and the def2-TZVPD basis

Strongest force on any atom   3.404 eV/Å
SMILES string   [H]/N=C\C[C@@]1(P(C)C)[C@H](B(N)O)[C@H](S(=O)(=O)C(F)(F)C(F)(F)F)S(=O)(=O)O[C@H]1C(=O)NC(=O)F.CCOCC.CCOCC
Calculated total energy   -94223.0867 eV
LUMO energy   -0.166 eV
HOMO energy   -8.371 eV
2S+1   1

Last column: Mulliken charge in e.
Positions of all 80 atoms, in Å:
1 H 3.56699 4.70510 -0.41815  0.271
2 N 3.73092 4.58452 -1.41826  -0.829
3 C 3.66507 3.36519 -1.73266  -0.087
4 C 3.36892 2.29933 -0.67111  -2.296
5 C 3.01535 0.87573 -1.13451  3.493
6 P 2.00049 -0.00630 0.19373  1.006
7 C 2.84913 -1.40525 1.00303  -1.686
8 C 1.35941 1.06498 1.53095  -1.284
9 C 2.11219 0.82961 -2.37672  -2.102
10 B 0.81224 1.74105 -2.25794  0.460
11 N 0.05600 1.92629 -3.50888  -0.537
12 O 0.46723 2.38478 -1.10590  -0.710
13 C 1.87362 -0.55879 -3.01612  -1.192
14 S 0.73145 -1.82016 -2.35641  1.243
15 O 1.32986 -2.62474 -1.33165  -0.606
16 O 0.43119 -2.63378 -3.49689  -0.697
17 C -0.96760 -1.22269 -1.85597  0.457
18 F -1.73615 -2.27364 -2.11200  -0.262
19 F -1.41392 -0.25282 -2.65454  -0.249
20 C -1.26148 -0.85389 -0.36541  0.679
21 F -2.55180 -1.16328 -0.14373  -0.295
22 F -1.17339 0.45556 -0.16218  -0.029
23 F -0.57235 -1.52216 0.53172  -0.145
24 S 3.49576 -1.37295 -3.24106  1.651
25 O 4.07694 -0.68604 -4.34486  -0.693
26 O 3.38167 -2.76861 -3.43794  -0.682
27 O 4.27263 -1.19004 -1.85850  -0.496
28 C 4.34360 0.12540 -1.29190  -0.943
29 C 5.47460 0.91085 -1.99216  -0.553
30 O 5.38615 1.44565 -3.05732  -0.350
31 N 6.74900 1.03306 -1.24015  -0.310
32 C 7.53558 -0.12174 -1.46786  0.712
33 O 8.22299 -0.31957 -2.42882  -0.444
34 F 7.43736 -1.01958 -0.47320  -0.220
35 H 3.78387 3.09464 -2.77054  0.514
36 H 2.59334 2.73790 -0.05985  1.003
37 H 4.23088 2.21158 -0.00734  0.592
38 H 2.11553 -1.98828 1.54388  0.508
39 H 3.58420 -1.05205 1.72889  0.383
40 H 3.36503 -2.07659 0.32945  0.326
41 H 0.37762 1.44099 1.29308  0.271
42 H 1.97185 1.91678 1.81881  0.353
43 H 1.25788 0.44756 2.41908  0.494
44 H 2.68276 1.36640 -3.14713  0.363
45 H 0.36954 2.76495 -3.98016  0.219
46 H -0.94205 1.97528 -3.35170  0.164
47 H -0.46789 2.60591 -1.15400  0.247
48 H 1.57733 -0.36443 -4.03832  0.976
49 H 4.70728 -0.03310 -0.28255  0.907
50 H 6.47927 1.00984 -0.25831  0.353
51 C -4.23202 4.37178 2.74221  -1.036
52 C -3.82650 4.33200 1.27908  -0.396
53 O -2.94466 3.27187 0.95715  -0.262
54 C -3.43601 1.95943 1.18742  1.060
55 C -4.68327 1.61891 0.39060  -1.273
56 H -3.34939 4.40456 3.38231  0.285
57 H -4.84255 5.25307 2.93979  0.396
58 H -4.81259 3.49334 3.02710  0.258
59 H -3.28992 5.24800 1.03042  0.326
60 H -4.71090 4.30261 0.63294  0.322
61 H -3.60216 1.79481 2.25791  0.320
62 H -2.63666 1.29420 0.89419  -1.039
63 H -5.53607 2.23261 0.68449  0.412
64 H -4.95499 0.57494 0.54758  0.366
65 H -4.51318 1.78143 -0.67558  0.306
66 C -3.73478 -5.13286 4.52922  -1.021
67 C -4.49250 -3.97635 3.89932  -0.361
68 O -3.70548 -3.17465 3.03932  -0.372
69 C -3.14214 -3.83319 1.91837  0.530
70 C -4.16932 -4.43790 0.97730  -1.186
71 H -2.85022 -4.76900 5.05367  0.288
72 H -4.37292 -5.65924 5.23945  0.391
73 H -3.40089 -5.85490 3.78271  0.263
74 H -4.84412 -3.30749 4.68521  0.325
75 H -5.38408 -4.33825 3.37486  0.305
76 H -2.41938 -4.58998 2.24391  0.288
77 H -2.57585 -3.07420 1.38492  -0.488
78 H -4.73424 -5.24146 1.45219  0.370
79 H -3.67554 -4.85312 0.09832  0.380
80 H -4.88380 -3.67940 0.65365  0.298

Forces on the atoms, in the same order (eV/Å):
0.0 0.1 0.1
0.0 0.2 -0.3
-0.3 0.0 0.8
0.3 0.0 -0.6
0.1 -0.4 0.8
-2.1 -0.9 -0.9
1.1 0.8 0.6
0.8 0.3 0.4
0.6 0.9 0.3
-0.2 0.1 -0.8
0.1 -0.4 0.7
0.1 -0.8 0.0
0.5 1.0 1.0
1.4 -3.0 -0.9
-0.2 1.1 1.1
-0.7 1.1 -0.8
-0.4 0.0 0.6
0.2 -0.8 0.0
0.3 0.7 0.0
-1.0 -0.1 0.1
-0.2 0.1 -0.1
0.6 0.0 -0.2
0.4 -0.1 0.0
-0.2 -1.4 -2.1
0.3 1.2 0.7
-0.2 -0.4 0.9
-0.5 0.5 -0.2
0.6 0.5 0.4
0.6 1.2 -1.1
-0.2 -0.6 0.6
-1.0 -1.2 0.5
1.5 0.2 -2.1
-1.2 0.1 1.5
0.0 0.2 0.2
0.1 -0.1 -0.2
-0.3 -0.1 0.1
0.2 0.1 0.1
-0.4 0.0 0.0
0.1 -0.1 0.2
-0.1 0.0 -0.4
-0.2 0.1 -0.3
0.2 0.1 0.0
0.1 -0.2 0.1
0.0 -0.1 -0.4
-0.1 0.0 -0.3
-0.1 0.3 -0.2
-0.1 0.6 0.2
-0.4 -0.3 -0.2
0.0 -0.4 0.2
0.2 0.1 0.1
0.0 -0.2 0.0
-0.1 0.1 0.0
0.3 0.0 -0.1
-0.3 0.0 0.2
-0.1 0.2 0.0
0.0 0.1 0.0
0.0 0.0 0.0
-0.1 0.0 0.0
0.1 -0.1 0.0
0.0 0.0 0.0
-0.1 0.0 0.0
0.0 0.1 0.1
0.0 -0.1 0.0
0.0 0.0 0.0
0.0 0.0 0.0
0.1 0.0 -0.1
-0.1 -0.1 0.1
0.0 0.2 0.0
0.0 -0.1 -0.1
-0.1 0.0 0.1
0.0 0.0 0.0
0.0 0.0 0.0
-0.1 0.0 0.0
0.0 0.1 -0.1
0.0 -0.1 0.0
0.0 -0.1 0.0
0.0 0.1 0.1
0.0 0.0 0.0
0.0 0.0 0.0
0.0 0.0 0.0

C20H37BrN3O6S | the ωB97M-V functional and the def2-TZVPD basis

Strongest force on any atom   3.425 eV/Å
Calculated total energy   -118962.9796 eV
LUMO energy   -4.976 eV
HOMO energy   -12.050 eV
2S+1   1
Total charge   +1

Last column: natural (NBO) charge in e.
Positions of all 68 atoms, in Å:
1 N -1.08138 5.80710 1.27794  -0.270
2 C -1.65155 4.83173 1.07066  0.477
3 O -2.69047 3.91885 1.09207  -0.451
4 C -2.26126 2.76055 1.74817  0.376
5 C -1.93924 2.72810 3.18056  -0.229
6 S -2.03905 4.19460 4.26536  0.048
7 C -1.50932 1.47744 3.79217  0.106
8 N -1.38905 0.33600 3.03146  -0.450
9 C -1.66135 0.32599 1.66382  0.324
10 C -1.43076 -1.06436 0.95247  -0.560
11 C 0.14197 -1.29106 0.97113  0.511
12 O 0.84375 -0.37066 1.25648  -0.496
13 Br 0.98180 -3.01397 0.57854  0.052
14 C -2.12316 1.50816 0.94306  -0.016
15 C -2.48172 1.52286 -0.57304  -0.494
16 C -1.22819 1.43804 -1.55598  0.083
17 O 0.01823 1.19124 -0.90527  -0.722
18 C -1.08196 2.84005 -2.33976  -0.235
19 N 0.06644 2.71271 -3.26179  -0.816
20 H -0.73960 4.66764 4.34116  0.185
21 H -1.27375 1.38547 4.88037  0.272
22 H -1.09170 -0.53352 3.49062  0.459
23 H -1.85259 -0.98035 -0.07948  0.283
24 H -1.98408 -1.87299 1.50647  0.273
25 H -3.16420 0.66091 -0.80386  0.250
26 H -3.06407 2.45886 -0.81018  0.259
27 H -1.44069 0.62761 -2.31517  0.200
28 H 0.39298 2.05379 -0.64255  0.473
29 H -0.91522 3.61366 -1.53181  0.185
30 H -2.02974 2.99647 -2.91754  0.203
31 H 0.95728 2.76585 -2.76426  0.362
32 H 0.04342 1.76053 -3.65144  0.361
33 C 3.45994 -4.65582 4.30015  -0.632
34 C 2.12834 -5.38791 4.36755  0.093
35 C 2.14922 -6.65357 3.52552  -0.629
36 O 1.08646 -4.52518 3.90506  -0.736
37 H 3.68669 -4.35155 3.27330  0.207
38 H 3.42683 -3.74384 4.90075  0.212
39 H 4.27486 -5.28439 4.66451  0.218
40 H 1.90070 -5.64124 5.40523  0.179
41 H 2.33076 -6.41726 2.47221  0.195
42 H 1.18418 -7.16273 3.57451  0.218
43 H 2.92493 -7.34190 3.86653  0.219
44 H 1.27871 -4.29566 2.98811  0.455
45 C 5.15193 -0.68474 -0.34565  -0.630
46 C 4.50512 -1.32960 0.87047  0.092
47 C 4.15717 -0.29230 1.92705  -0.630
48 O 5.39420 -2.29565 1.42736  -0.719
49 H 6.08492 -0.18393 -0.07061  0.203
50 H 5.40617 -1.44144 -1.09081  0.223
51 H 4.48532 0.04867 -0.80561  0.205
52 H 3.60131 -1.86244 0.56619  0.169
53 H 5.05719 0.22103 2.27893  0.203
54 H 3.70322 -0.77035 2.79875  0.212
55 H 3.46151 0.45258 1.53518  0.206
56 H 6.19867 -1.83753 1.70054  0.463
57 C -3.46370 2.09916 -7.33822  -0.631
58 C -4.09648 1.43957 -6.12353  0.093
59 C -4.98951 2.41177 -5.36858  -0.629
60 O -3.06948 0.96082 -5.25208  -0.728
61 H -2.83518 2.94378 -7.03936  0.199
62 H -2.81737 1.39352 -7.86416  0.223
63 H -4.22482 2.46011 -8.03273  0.218
64 H -4.68134 0.57319 -6.43916  0.183
65 H -4.41195 3.26726 -5.00331  0.193
66 H -5.42888 1.92803 -4.49275  0.210
67 H -5.79613 2.78229 -6.00398  0.222
68 H -2.54530 1.71999 -4.96775  0.451

Forces on the atoms, in the same order (eV/Å):
0.8 0.0 -0.5
-3.1 -0.8 0.8
2.8 0.3 0.3
0.9 -3.2 0.8
0.9 -1.0 -0.5
0.1 -0.3 -0.3
-0.5 0.8 -1.5
-0.8 2.0 -1.1
-0.4 0.2 -0.6
0.0 0.7 0.6
0.0 1.0 0.1
-0.3 -0.9 0.0
-1.0 0.5 0.0
0.0 0.7 2.0
0.0 -0.3 0.3
-0.4 1.5 -0.5
-0.8 0.1 0.0
0.2 -2.0 0.5
-0.4 0.0 0.3
-0.7 -0.8 -0.5
-0.3 0.2 -1.2
-0.1 0.5 -0.3
0.7 -0.4 0.8
0.6 0.7 -0.6
0.5 0.8 0.4
0.6 -1.0 0.4
0.5 0.7 0.9
-0.2 -0.6 -0.1
-0.2 -0.4 -1.1
0.8 0.3 0.6
-0.4 0.1 -0.2
0.0 0.6 0.0
0.0 0.1 0.2
0.4 0.0 -0.5
-0.2 -0.2 0.1
-0.4 0.2 0.2
0.0 -0.1 0.0
0.0 -0.1 0.0
0.0 0.0 0.0
-0.2 0.1 -0.1
0.1 0.1 0.1
0.1 0.0 0.1
0.0 0.0 -0.1
0.1 -0.1 0.1
-0.1 -0.1 -0.2
0.6 0.5 0.1
-0.2 0.0 0.2
-0.2 -0.3 0.0
-0.1 0.1 0.1
-0.1 0.0 0.0
0.1 0.0 0.0
0.2 -0.1 0.1
0.0 0.0 -0.1
0.0 0.0 -0.1
0.0 0.0 0.0
-0.1 -0.1 0.0
0.1 -0.2 -0.2
0.2 0.7 0.0
-0.2 -0.1 0.2
0.1 -0.4 0.3
-0.1 0.0 0.1
-0.1 0.0 0.0
0.1 0.0 0.0
0.2 -0.1 0.2
0.0 0.0 -0.2
0.0 0.0 -0.1
0.0 0.0 0.1
-0.1 0.0 -0.2

> Look up the strongest force on any atom of the second one.

3.404 eV/Å

> Which value of calculated total energy does entry 2 give?

-94223.0867 eV